Entry 1:
Here is C26H52B3NO10 as an isolated structure in a non-equilibrium geometry from OMol25. Energies are from wB97M-V/def2-TZVPD.

```
92
Properties=species:S:1:pos:R:3
C -3.2162 5.2804 -0.6892
C -2.4212 6.2535 -1.5860
C -2.7342 6.1459 -3.1121
C -4.1415 5.6130 -3.4557
B -1.5707 5.3940 -3.8819
O -0.3189 6.0449 -3.8936
B 0.7181 5.2347 -4.3463
O 0.4185 4.3866 -5.4168
B -0.6011 3.5387 -4.9255
C -0.3431 1.9886 -4.8013
C 1.1107 1.6632 -4.3776
C 1.2451 1.1925 -2.9240
N 1.5299 2.2799 -1.9912
C 1.4675 1.8243 -0.6101
C 0.0863 1.5817 -0.0280
C 0.0503 0.9044 1.2081
C -1.1515 0.6479 1.8523
C -2.3790 1.0180 1.2899
C -2.3586 1.6909 0.0734
C -1.1412 1.9787 -0.5596
O -1.2245 2.6712 -1.7440
O -1.7753 4.1769 -4.5198
H -3.4271 4.3251 -1.1662
H -2.6741 5.0663 0.2360
H -4.1508 5.7547 -0.3819
H -1.3552 6.0715 -1.4135
H -2.6341 7.2674 -1.2442
H -2.6965 7.1726 -3.4996
H -4.8849 6.3847 -3.2369
H -4.1964 5.4461 -4.5347
H -4.3996 4.6812 -2.9608
H 1.7649 5.2201 -3.7883
H -1.0615 1.5421 -4.1134
H -0.5365 1.5689 -5.7977
H 1.4695 0.8499 -5.0132
H 1.7917 2.5027 -4.5325
H 0.3763 0.6238 -2.5920
H 2.1206 0.5174 -2.8882
H 2.4255 2.6971 -2.1884
H 2.0229 2.5282 0.0157
H 2.0240 0.8707 -0.5369
H 0.9541 0.5792 1.7068
H -1.1788 0.1489 2.8145
H -3.3292 0.8332 1.7688
H -3.2754 2.0024 -0.4078
H -0.8902 3.5627 -1.6284
C -1.2303 -4.1822 7.6607
O -2.2266 -3.7462 6.7601
C -2.5624 -2.3744 6.8884
C -2.7255 -1.6961 5.5410
O -1.5237 -1.4939 4.8074
C -0.8533 -2.6203 4.2526
C -1.5750 -3.3041 3.1042
O -2.7019 -4.0351 3.5565
C -3.8297 -3.9372 2.7139
H -1.6543 -4.3549 8.6555
H -0.8280 -5.1206 7.2802
H -0.4096 -3.4607 7.7309
H -1.8043 -1.8390 7.4696
H -3.5181 -2.3127 7.4238
H -3.1028 -0.6892 5.7383
H -3.4793 -2.1955 4.9325
H -0.5721 -3.3331 5.0273
H 0.0752 -2.2133 3.8431
H -0.8846 -4.0141 2.6305
H -1.8635 -2.5488 2.3651
H -3.9874 -2.9085 2.3718
H -4.7034 -4.2437 3.2881
H -3.7252 -4.5979 1.8465
C 6.2697 -4.2280 -2.8232
O 5.7148 -4.0388 -1.5386
C 6.0066 -2.7767 -0.9621
C 4.7987 -2.1712 -0.2727
O 3.7658 -1.7155 -1.1368
C 3.0040 -2.6815 -1.8531
C 2.1003 -3.5425 -0.9924
O 2.8165 -4.4872 -0.2170
C 2.3074 -4.6030 1.0917
H 7.3332 -4.4795 -2.7539
H 5.7406 -5.0562 -3.2934
H 6.1419 -3.3394 -3.4501
H 6.3756 -2.0767 -1.7191
H 6.7942 -2.9248 -0.2126
H 5.1453 -1.2724 0.2444
H 4.4041 -2.8367 0.4955
H 3.6423 -3.2784 -2.5042
H 2.3434 -2.0974 -2.4994
H 1.4185 -4.0980 -1.6486
H 1.5082 -2.8854 -0.3460
H 2.0781 -3.6183 1.5150
H 3.0652 -5.0763 1.7151
H 1.4028 -5.2212 1.0952
```

LUMO (eV): 0.64
Multiplicity: 1


Entry 2:
Here is a 9-piece molecular cluster, C26H52Br8O8 overall in a non-equilibrium geometry from OMol25. Energies are from wB97M-V/def2-TZVPD.

```
94
Properties=species:S:1:pos:R:3
C -0.1891 1.5974 -1.0056
C 0.9644 0.8037 -0.4376
O 2.0206 1.3805 -0.2423
C 0.7813 -0.6293 -0.0272
H -0.4853 2.4418 -0.3831
H -1.0617 0.9399 -0.9935
H 0.1016 1.9427 -1.9944
H 1.7707 -1.0171 0.2161
H 0.2809 -1.1730 -0.8297
H 0.2026 -0.7553 0.8911
C -1.2199 -4.4761 -1.2438
C -2.5814 -3.9401 -0.8470
O -3.5881 -4.2947 -1.4093
C -2.5991 -2.9476 0.2708
H -0.9588 -4.0549 -2.2150
H -1.2154 -5.5666 -1.2277
H -0.4095 -4.2309 -0.5534
H -2.3043 -3.4021 1.2196
H -3.6002 -2.5641 0.4693
H -1.9171 -2.1322 0.0204
O -3.5487 0.4046 -0.8367
C -3.9740 0.0703 -1.9111
O -5.2696 -0.0424 -2.2235
C -6.2337 0.0777 -1.1830
C -6.5707 1.5268 -0.8159
C -3.0748 -0.2009 -3.0797
H -5.9472 -0.5155 -0.3138
H -7.1273 -0.4048 -1.5824
H -5.6065 1.9173 -0.4785
H -7.2494 1.5909 0.0304
H -6.9157 2.0842 -1.6826
H -2.5611 -1.1402 -2.8655
H -2.3216 0.5834 -3.1493
H -3.5706 -0.2781 -4.0434
O 3.1929 -1.0638 1.2727
C 4.2153 -1.6550 0.9994
O 5.1838 -1.1908 0.2210
C 5.0692 0.1404 -0.2804
C 4.4021 0.1654 -1.6219
C 4.4331 -3.0385 1.5698
H 6.0776 0.5542 -0.2740
H 4.4634 0.7322 0.4116
H 4.8483 -0.5154 -2.3515
H 4.3200 1.1271 -2.1376
H 3.3698 -0.1745 -1.4825
H 4.0934 -3.9021 1.0089
H 3.8780 -3.0450 2.5071
H 5.4832 -3.0448 1.8747
O -5.6903 1.3740 1.7137
C -5.3637 0.2155 1.7990
O -4.1827 -0.2582 1.4405
C -3.1289 0.6815 1.1392
C -1.8395 -0.0706 0.9353
C -6.2970 -0.8503 2.2813
H -3.0548 1.3332 2.0129
H -3.4130 1.3067 0.2939
H -1.0283 0.6535 0.9350
H -1.8699 -0.5683 -0.0374
H -1.7128 -0.8396 1.6957
H -6.0814 -1.1137 3.3219
H -6.0905 -1.8035 1.7914
H -7.3420 -0.5669 2.2359
Br 2.8526 4.9717 2.0608
C 1.7949 5.0881 0.4355
C 2.6391 4.7453 -0.7635
Br 1.4994 4.7846 -2.3472
H 1.3938 6.0956 0.3719
H 0.9689 4.3869 0.5226
H 3.0610 3.7484 -0.6794
H 3.3910 5.5006 -0.9694
Br 5.1206 2.0907 -4.4327
C 3.2818 2.4887 -4.9606
C 2.4813 1.2928 -4.4426
Br 0.5975 1.5437 -4.8581
H 3.2101 2.4933 -6.0452
H 2.8971 3.4277 -4.5760
H 2.5663 1.2323 -3.3613
H 2.8697 0.3900 -4.9038
Br 1.5206 -4.3672 5.2915
C 2.4098 -3.1024 4.0801
C 1.3961 -2.4586 3.1334
Br 0.8160 -3.7986 1.8052
H 3.1809 -3.5587 3.4661
H 2.8431 -2.3498 4.7339
H 1.9439 -1.6736 2.6148
H 0.5142 -2.1128 3.6606
Br 4.8305 0.1456 3.4926
C 3.6853 1.7153 3.0634
C 2.5845 1.3012 2.1146
Br 1.0282 0.5856 3.0558
H 4.2862 2.5379 2.6926
H 3.3159 1.9493 4.0561
H 2.8568 0.5893 1.3383
H 2.2064 2.1392 1.5317
```

SMILES string: CCOC(C)=O.CCOC(C)=O.CCOC(C)=O.CC(C)=O.CC(C)=O.BrCCBr.BrCCBr.BrCCBr.BrCCBr
Energy above the lowest of the compared OMol25 structures with the same formula, charge and spin (kcal/mol): 15.9
LUMO (eV): 0.21
Multiplicity: 1


Number 1: E_HOMO -8.664 eV, orbital gap 9.30 eV. Number 2: E_HOMO -9.505 eV, orbital gap 9.72 eV.